A molecular structure, C42H40AsIrN3O2S, computed with wB97M-V/def2-TZVPD.

Geometry (Å):
1 C 0.214 -4.480 -2.346
2 H 4.077 2.497 -0.693
3 H 2.240 2.567 0.507
4 H 3.916 -0.508 0.767
5 H -4.654 -3.585 1.486
6 H 0.594 3.740 -2.449
7 C 0.338 -3.220 -1.781
8 C -3.607 -2.344 4.456
9 N -0.680 -1.464 2.333
10 C -0.418 3.714 -2.860
11 H -2.713 -0.743 -1.683
12 H -4.727 5.126 -0.504
13 H -1.726 -1.356 4.773
14 H -5.390 -3.352 3.814
15 O 1.534 -1.261 0.690
16 C -1.402 3.133 -1.877
17 H -3.985 -3.101 -0.624
18 Ir -0.428 -1.026 0.310
19 C -2.993 -3.504 -0.411
20 H -3.957 -0.320 -0.500
21 C 1.538 2.118 -0.195
22 C -3.283 0.080 -1.262
23 C 4.084 0.037 2.830
24 H -2.388 -3.485 -1.312
25 C 2.069 -0.816 1.797
26 H -3.890 0.532 -2.049
27 H 5.123 0.337 2.765
28 C 3.602 2.003 -1.535
29 C -2.372 -1.857 4.067
30 H 0.722 2.820 -0.359
31 C 1.603 1.104 -2.553
32 C -0.597 -4.679 -3.455
33 S -1.390 1.480 1.924
34 C -2.392 1.172 -0.625
35 H 0.773 -5.306 -1.926
36 C -0.380 -2.126 -2.297
37 C -2.773 -2.607 1.810
38 C 2.092 0.386 6.523
39 H -3.761 5.128 0.968
40 C 1.402 -0.760 3.030
41 C -3.339 2.197 -0.068
42 H 1.964 0.630 -5.771
43 C -1.939 -1.993 2.753
44 H -1.734 -1.509 -3.856
45 H 3.946 1.185 7.285
46 C 2.077 -0.260 4.195
47 C 2.242 1.733 -1.462
48 H 2.435 -0.902 -5.045
49 H -0.372 3.122 -3.779
50 C 1.850 0.005 -4.883
51 H -1.912 -3.737 -4.866
52 C -1.281 -3.597 -3.997
53 H 1.010 -3.057 -0.947
54 C -2.322 3.993 -1.264
55 H -4.081 1.816 0.624
56 H -5.073 3.962 0.781
57 C 2.373 0.735 -3.665
58 C 3.434 0.784 6.420
59 N -0.330 -0.897 -1.633
60 H 0.386 -0.405 5.525
61 C -1.181 -2.337 -3.431
62 N 0.148 -1.306 3.257
63 H 6.387 1.274 -2.009
64 H -0.701 4.730 -3.133
65 C -1.399 1.784 -1.599
66 H 4.315 0.728 -4.561
67 H 5.117 0.981 5.119
68 C 5.846 1.954 -2.670
69 H 6.051 2.970 -2.332
70 C 4.084 0.670 5.221
71 H -3.934 -2.225 5.480
72 C -3.310 3.512 -0.367
73 H 0.806 -0.284 -4.812
74 C -1.525 0.601 0.552
75 C 1.425 -0.120 5.438
76 C 3.739 1.023 -3.689
77 C -4.008 -3.101 2.206
78 C 3.424 0.150 4.089
79 C 4.371 1.662 -2.641
80 H 1.573 0.490 7.468
81 O -2.307 -2.686 0.535
82 C -4.275 4.482 0.252
83 H 6.253 1.837 -3.674
84 H -2.295 5.050 -1.504
85 C 3.436 -0.428 1.734
86 H 1.104 1.245 0.290
87 As -0.315 0.623 -2.705
88 C -4.420 -2.969 3.523
89 H -0.684 -5.661 -3.901
90 H -3.073 -4.527 -0.037

Molar mass   918.0 g mol⁻¹
Energy relative to the best compared isomer or geometry (same formula, charge and spin)   18.1 kcal per mole
Energy   -127278.031 eV
Spin multiplicity   2
Largest force on an atom   0.9 eV Å⁻¹
Lowest unoccupied orbital energy (alpha / beta)   -0.9 / -0.9 eV